No. 1
{"formula": "C2H4FNO", "method": "the ωB97M-V functional and the def2-TZVPD basis", "elements": ["C", "C", "N", "O", "F", "H", "H", "H", "H"], "xyz": [[1.743, 0.669, 0.263], [-0.988, -0.748, -0.246], [-0.623, 0.558, -0.678], [2.446, -0.199, -0.066], [-1.111, 1.476, 0.261], [1.803, 1.543, 0.898], [-0.620, -1.440, -1.000], [-0.574, -1.020, 0.736], [-2.078, -0.839, -0.168]], "gap_ev": [7.99, 10.06], "e_tot_ev": -8388.435, "fmax_ev_per_a": 2.289, "relative_energy_kcal_mol": 134.0, "multiplicity": 1}

No. 2
{"formula": "C2H4FNO", "method": "the ωB97M-V functional and the def2-TZVPD basis", "elements": ["C", "C", "N", "O", "F", "H", "H", "H", "H"], "xyz": [[-2.953, 0.153, 0.038], [0.344, 0.084, 0.297], [-0.597, -0.929, 0.095], [-3.190, 1.307, 0.016], [-3.747, -0.859, 0.019], [0.178, 0.553, 1.265], [1.322, -0.441, 0.770], [0.553, 0.701, -0.557], [-0.824, -0.978, -0.979]], "gap_ev": [8.83, 9.28], "e_tot_ev": -8389.583, "fmax_ev_per_a": 3.348, "relative_energy_kcal_mol": 107.6, "multiplicity": 1}